16
Properties=species:S:1:pos:R:3:forces:R:3 method="wB97M-V/def2-TZVPD" orbital_gap_ha=0.32606 lumo_ha=0.0265 relative_energy_kj_mol=13.0 charge=0 homo_ev=-8.2
H -0.97784 -0.35452 -3.22422 0.188 0.164 0.019
N -0.54439 0.30755 -2.57746 -0.294 -0.396 -0.326
C -0.64814 -0.11517 -1.38413 0.226 0.909 0.462
N -1.08140 -1.35161 -0.94220 0.153 -0.449 -1.120
N -0.31375 0.78403 -0.35752 0.215 0.867 -0.635
C 0.43556 0.53198 0.77715 0.271 1.095 1.681
C 0.98931 -0.84006 1.08982 -0.666 0.926 1.356
C 0.68627 1.54659 1.65986 -0.167 -1.548 -1.230
Cl 0.13300 3.16522 1.42874 -0.008 -0.017 -0.016
H -1.64463 -1.35250 -0.12872 -0.432 0.156 0.839
H -1.49997 -1.91391 -1.67625 0.226 0.125 0.181
H -0.20666 1.76971 -0.68427 -0.347 -1.339 0.150
H 1.47110 -1.22470 0.24693 0.951 -0.651 -1.347
H 1.70317 -0.76326 1.93519 -0.523 -0.105 -0.517
H 0.19213 -1.54534 1.32628 0.085 0.036 0.212
H 1.30625 1.35597 2.51080 0.122 0.226 0.288

119
Properties=species:S:1:pos:R:3:forces:R:3 method="wB97M-V/def2-TZVPD" orbital_gap_ha=0.13972 lumo_ha=0.1298 charge=-2 homo_ev=-0.3
Zr -0.84346 0.59504 -0.32447 1.028 -1.002 -0.453
C 3.16104 -2.00895 2.20224 -0.008 0.088 -0.081
N 2.78689 -1.01636 1.22100 0.145 -0.082 0.190
C 1.60517 -0.97043 0.59191 0.206 -0.358 -0.345
N 1.58888 -0.06746 -0.38349 -0.011 -0.097 0.574
C 2.84075 0.58023 -0.35807 -0.186 0.246 0.080
C 3.63490 -0.07537 0.60714 0.083 -0.158 -0.012
C 5.08051 -0.10555 0.75778 -0.157 -0.051 0.019
C 5.90221 0.10474 -0.36756 0.068 -0.061 -0.054
C 7.27697 0.00365 -0.28437 -0.042 -0.017 0.030
C 7.90302 -0.29874 0.92577 -0.024 0.021 -0.053
C 7.11503 -0.46900 2.05239 -0.073 -0.047 0.014
C 5.73045 -0.37048 1.97454 0.101 0.093 0.055
C 3.13978 1.74922 -1.08235 -0.024 0.024 -0.160
C 4.16051 2.66863 -0.65677 -0.020 -0.069 -0.114
C 4.37195 3.85878 -1.25827 0.010 0.042 -0.125
C 3.40320 4.41413 -2.27950 -0.110 -0.012 0.254
C 2.64482 3.28558 -2.92284 0.159 0.093 -0.075
C 2.46958 2.10123 -2.31294 0.197 -0.151 0.146
P 0.15980 -2.06774 0.94285 0.756 0.642 -0.046
C -0.73454 -0.84761 2.08763 -0.563 -0.598 -0.172
N -1.55459 0.16024 1.84289 0.403 -0.178 0.084
C -2.27756 0.40213 2.97962 -0.292 0.143 -0.183
C -1.85570 -0.46483 3.95080 0.187 -0.112 0.196
N -0.88970 -1.26428 3.36482 0.126 0.009 0.234
C -0.18320 -2.35721 4.00947 -0.071 0.016 -0.090
C -2.17331 -0.52062 5.39027 0.079 -0.010 -0.146
C -2.64510 -1.68295 5.99325 -0.139 -0.053 0.053
C -2.95409 -1.70039 7.34740 0.015 -0.038 -0.057
C -2.78405 -0.55787 8.11456 0.001 0.034 -0.008
C -2.30863 0.60439 7.52081 -0.002 0.003 -0.047
C -2.00610 0.62350 6.16764 0.041 0.059 0.091
C -3.40241 1.35554 3.06309 0.063 -0.015 0.052
C -3.45128 2.49235 2.26677 0.102 0.025 0.044
C -4.47262 3.41783 2.42907 -0.028 -0.020 -0.029
C -5.47668 3.20583 3.36089 0.024 -0.048 -0.003
C -5.47085 2.03703 4.11328 0.020 0.029 -0.003
C -4.44402 1.12012 3.96305 -0.049 -0.045 0.009
C -0.15976 -2.20920 -0.87325 -0.332 0.046 0.231
N -0.45819 -1.26407 -1.73989 -0.120 -0.239 0.247
C -0.86050 -1.89536 -2.89244 0.035 0.225 -0.174
C -0.73694 -3.24683 -2.72040 0.028 -0.286 0.033
N -0.29159 -3.43423 -1.42481 0.016 -0.188 0.032
C -0.29759 -4.68207 -0.67730 -0.045 0.120 0.041
C -1.01467 -4.36098 -3.64198 0.021 0.154 0.042
C -2.19080 -4.36169 -4.39109 -0.138 -0.049 0.079
C -2.44722 -5.38120 -5.29366 -0.018 0.015 0.027
C -1.54164 -6.42188 -5.45706 0.013 0.026 -0.006
C -0.37399 -6.43444 -4.70923 0.009 0.022 0.069
C -0.11369 -5.41046 -3.80699 0.088 -0.043 -0.116
C -1.43615 -1.21792 -4.06923 0.041 0.020 0.073
C -1.04148 -1.56829 -5.35696 0.110 0.094 -0.034
C -1.70510 -1.04937 -6.45833 -0.057 -0.033 0.014
C -2.77133 -0.17786 -6.27995 0.102 0.028 -0.023
C -3.13989 0.20342 -4.99955 -0.071 -0.056 -0.006
C -2.47955 -0.31364 -3.89753 -0.063 -0.013 0.061
H 2.43826 -2.82258 2.17204 -0.011 -0.011 -0.001
H 3.18821 -1.58748 3.21049 0.013 0.005 0.004
H 4.14823 -2.40366 1.96983 -0.002 -0.036 -0.013
H 5.42598 0.33835 -1.31184 0.015 0.038 0.018
H 7.87266 0.15659 -1.17688 -0.010 0.003 -0.005
H 8.98101 -0.38510 0.98583 0.002 0.034 0.004
H 7.58007 -0.66997 3.01143 -0.017 0.000 0.007
H 5.15038 -0.45523 2.88400 0.003 0.003 0.001
H 4.78349 2.40453 0.19085 0.013 0.029 -0.015
H 5.15452 4.51625 -0.88629 -0.007 -0.010 0.017
H 3.92001 5.01259 -3.04219 0.036 -0.048 -0.032
H 2.17776 3.47623 -3.88025 -0.089 -0.012 0.034
H 1.85502 1.34564 -2.78879 -0.030 0.043 -0.039
H -0.29460 -2.25963 5.08521 0.024 0.031 0.012
H 0.87247 -2.31887 3.75791 0.019 0.015 0.022
H -0.59046 -3.31669 3.68831 -0.014 -0.003 0.000
H -2.80838 -2.56607 5.38672 -0.001 0.006 0.003
H -3.34383 -2.60431 7.79897 0.024 -0.013 -0.004
H -3.02604 -0.56975 9.17008 -0.002 -0.002 -0.001
H -2.17398 1.50028 8.11347 -0.001 0.008 -0.011
H -1.63926 1.52669 5.69560 -0.015 -0.002 0.006
H -2.66551 2.68759 1.55625 -0.001 0.061 0.022
H -4.46600 4.31501 1.82300 -0.002 -0.014 -0.013
H -6.26297 3.93902 3.49649 -0.021 -0.016 -0.025
H -6.27029 1.83449 4.81619 0.002 0.002 0.003
H -4.46813 0.20385 4.53791 0.008 0.004 -0.018
H -0.70889 -5.46581 -1.30462 -0.002 -0.004 -0.020
H -0.93512 -4.55457 0.19623 -0.039 -0.005 -0.017
H 0.70980 -4.95475 -0.36248 0.020 -0.017 -0.038
H -2.90620 -3.56353 -4.23973 0.008 0.002 -0.024
H -3.36501 -5.36585 -5.86805 -0.001 0.007 0.006
H -1.74491 -7.21681 -6.16407 0.000 0.001 0.000
H 0.34305 -7.23687 -4.83251 0.002 0.000 0.009
H 0.81285 -5.41200 -3.24494 0.005 0.014 -0.010
H -0.20691 -2.24573 -5.49519 -0.022 -0.021 0.011
H -1.39097 -1.33443 -7.45552 0.008 0.033 -0.004
H -3.28356 0.24191 -7.13697 0.001 -0.022 -0.006
H -3.95111 0.90393 -4.85287 0.035 0.043 0.006
H -2.78995 -0.04325 -2.89690 -0.037 -0.034 -0.011
O 1.49092 3.39661 2.18828 0.485 -0.026 -0.204
S 0.44267 3.25690 1.21641 -0.388 0.027 0.653
O -0.83799 3.75979 1.65173 -0.076 -0.051 0.000
O 0.34576 1.77428 0.82231 0.306 1.347 0.630
C 0.83981 4.05924 -0.29928 -0.586 0.056 -0.238
C 1.93675 4.81163 -0.28378 0.207 -0.083 -0.134
C 2.43718 5.44928 -1.54198 -0.137 -0.051 -0.169
C 1.24366 5.88960 -2.36385 0.231 0.081 0.063
C 0.08473 5.22302 -2.34990 -0.127 0.007 0.235
C -0.13953 4.12748 -1.41715 0.284 0.006 0.581
S -1.13841 2.88417 -1.74905 -0.177 0.987 0.193
O -1.91635 2.40461 -0.51664 0.200 0.202 -1.145
O -2.10381 3.21406 -2.85322 1.225 -0.319 -0.129
O -0.39642 1.56508 -2.06105 -0.748 0.602 -0.246
H 2.51977 4.86454 0.62426 0.034 -0.042 -0.021
H 3.07475 6.30893 -1.30451 -0.077 0.051 0.092
H 1.33890 6.77661 -2.98212 0.021 -0.069 -0.088
H -0.73666 5.53585 -2.97993 0.012 -0.013 -0.036
Te -0.82938 3.15030 -4.74775 -0.683 0.027 -0.594
O -4.18191 -1.32606 1.02646 -0.157 0.306 -0.292
S -3.21695 -1.66706 0.00991 0.196 -0.745 0.252
O -3.68356 -2.45573 -1.11015 -0.186 0.357 -0.159
O -2.60395 -0.34211 -0.57607 -1.070 -0.952 0.468
O -2.07917 -2.41926 0.66967 -0.335 -0.003 -0.048

43
Properties=species:S:1:pos:R:3:forces:R:3 method="wB97M-V/def2-TZVPD" orbital_gap_ha=0.31251 lumo_ha=0.0246 relative_energy_kj_mol=61.5 charge=0 smiles="CCOC(=O)C1CCN(C(=S)Nc2cccc(C)c2)CC1" homo_ev=-7.8
C 1.95151 3.60825 0.95048 0.071 -0.415 -0.017
C 1.53607 2.21353 1.39007 -0.486 0.524 0.062
O 2.42979 1.21561 0.88447 0.314 -0.100 0.137
C 2.22733 0.78457 -0.34952 0.317 -0.227 -0.379
O 1.37393 1.20948 -1.09287 -0.121 0.277 -0.005
C 3.21349 -0.30920 -0.75145 -0.014 -0.004 -0.038
C 3.57729 -1.20936 0.43166 0.006 0.063 -0.105
C 2.29575 -1.81078 1.04008 0.270 -0.094 0.472
N 1.20813 -1.69744 0.09647 -0.295 0.225 -0.201
C 0.03957 -1.09092 0.42365 -0.060 -0.195 0.286
S -0.39050 -0.87330 2.00769 -0.229 0.153 0.589
N -0.72703 -0.67787 -0.62834 0.434 -0.167 -0.460
C -2.03718 -0.18880 -0.54683 -0.475 0.116 0.040
C -2.39408 0.88971 -1.35188 0.182 -0.107 0.096
C -3.69068 1.36344 -1.32600 -0.085 0.010 -0.027
C -4.63577 0.77176 -0.50492 -0.024 0.065 -0.011
C -4.29390 -0.31124 0.29349 0.108 0.043 -0.083
C -5.30721 -0.97889 1.17258 0.010 -0.046 -0.030
C -2.99265 -0.79281 0.25864 -0.070 0.022 -0.124
C 1.57174 -2.12179 -1.23557 0.056 -0.131 -0.421
C 2.58688 -1.14840 -1.86931 -0.016 0.179 0.029
H 2.97290 3.81433 1.26226 0.076 0.083 0.041
H 1.28791 4.34071 1.40035 -0.063 0.107 0.053
H 1.88683 3.69332 -0.13170 -0.016 0.055 -0.056
H 1.58349 2.10483 2.47481 -0.043 -0.040 -0.142
H 0.52203 1.98853 1.04524 0.164 -0.041 0.150
H 4.10913 0.19907 -1.12328 -0.062 0.015 0.025
H 4.11161 -0.63988 1.19010 0.038 -0.084 0.007
H 4.23864 -1.99846 0.06948 0.064 0.025 -0.008
H 2.44971 -2.86408 1.30074 -0.044 0.060 0.029
H 2.00320 -1.27650 1.94565 0.087 -0.159 -0.190
H -0.20392 -0.28463 -1.40388 0.006 -0.132 0.134
H -1.64821 1.35599 -1.97991 0.091 0.066 -0.054
H -3.96547 2.20416 -1.94620 -0.013 0.062 -0.050
H -5.64596 1.15429 -0.48604 -0.104 0.035 0.019
H -4.89096 -1.15883 2.16160 -0.037 -0.029 0.095
H -5.59353 -1.94247 0.75043 -0.071 -0.061 0.035
H -6.20131 -0.36835 1.27087 -0.075 0.002 0.039
H -2.72080 -1.63907 0.86928 0.016 -0.046 0.024
H 2.02860 -3.11256 -1.13177 -0.084 0.038 -0.039
H 0.67763 -2.23154 -1.84982 0.091 -0.059 0.088
H 2.09849 -0.47935 -2.57913 0.059 -0.083 -0.013
H 3.35754 -1.70507 -2.40171 0.030 -0.003 0.001